Record 1
ORCA calculation (wB97M-V/def2-TZVPD) on a single C7H16BrNO4Si molecule.

## Properties
**E**: -95119.1497 eV
**Molar mass**: 286.20 g/mol
**Energy above the lowest of the compared OMol25 structures with the same formula, charge and spin**: 40.9 kcal per mole
**Strongest force on any atom**: 0.081 hartree/bohr
**SMILES**: CO[Si](OC)(OC)N(Br)C(=O)C(C)C

Last column: natural (NBO) charge in e.
Geometry (Å):
H1 -2.79 0.86 2.61  0.19
H2 3.14 0.75 2.62  0.22
C1 2.40 -0.13 0.79  -0.31
N1 0.30 0.51 -0.52  -0.75
H3 -1.89 3.16 -3.35  0.19
H4 -2.42 -2.53 -1.06  0.16
O1 0.19 -1.20 0.71  -0.62
H5 1.36 0.31 2.73  0.23
Br1 1.37 2.40 -1.27  0.02
H6 -1.01 0.42 2.03  0.18
C2 -1.94 2.03 -3.13  -0.22
C3 3.19 -1.42 1.15  -0.60
C4 -1.57 -2.20 -1.49  -0.24
O2 -1.73 -0.86 -1.79  -0.89
H7 2.97 -2.22 0.59  0.22
H8 -1.62 -2.62 -2.44  0.18
H9 2.91 0.37 0.09  0.22
C5 0.96 -0.35 0.30  0.67
H10 -0.77 -2.48 -0.78  0.20
H11 2.77 -1.78 2.07  0.21
O3 -1.91 1.68 -1.73  -0.94
Si1 -1.54 0.47 -0.79  2.44
O4 -2.35 0.64 0.60  -0.91
C6 -2.14 0.31 1.95  -0.21
C7 2.15 0.72 2.02  -0.62
H12 -1.09 1.70 -3.64  0.18
H13 -2.34 -0.65 2.18  0.17
H14 4.22 -1.24 1.34  0.22
H15 2.01 1.83 1.84  0.23
H16 -2.83 1.54 -3.60  0.19

Record 2
ORCA calculation (wB97M-V/def2-TZVPD) on a single C6H7N molecule.

## Properties
**E**: -7823.4658 eV
**Molar mass**: 93.13 g/mol
**Energy above the lowest of the compared OMol25 structures with the same formula, charge and spin**: 50.3 kcal per mole
**Strongest force on any atom**: 0.043 hartree/bohr
**SMILES**: N#CC1CC=CC1

Last column: natural (NBO) charge in e.
Geometry (Å):
H1 1.67 -1.76 -0.73  0.22
H2 1.94 0.35 1.01  0.23
C1 -1.25 -0.38 0.39  -0.44
N1 0.32 2.42 -1.53  -0.35
C2 -0.28 1.88 -0.68  0.25
C3 -0.27 0.81 0.54  -0.23
H3 -2.11 -0.01 -0.18  0.23
C4 1.13 0.20 0.29  -0.47
C5 -0.43 -1.45 -0.32  -0.20
H4 -0.38 1.37 1.47  0.25
C6 0.87 -1.17 -0.29  -0.18
H5 -1.64 -0.78 1.34  0.22
H6 -0.88 -2.33 -0.78  0.22
H7 1.33 0.86 -0.53  0.26

Record 3
ORCA calculation (wB97M-V/def2-TZVPD) on 3 unconnected molecules or ions with the total composition C6H5BrNO3.

## Properties
**E**: -83981.0783 eV
**Molar mass**: 219.01 g/mol
**Total charge**: -1
**Energy above the lowest of the compared OMol25 structures with the same formula, charge and spin**: 0.0 kcal per mole
**Strongest force on any atom**: 0.082 hartree/bohr

Last column: natural (NBO) charge in e.
Geometry (Å):
C1 0.21 1.03 -1.18  -0.30
H1 1.09 2.87 -0.66  0.20
C2 0.23 0.57 1.54  0.03
H2 0.25 1.02 -2.28  0.26
C3 -0.74 -2.59 1.71  1.06
H3 0.80 2.67 1.65  0.20
O1 -1.87 -2.40 1.91  -0.54
H4 0.40 0.14 2.54  0.18
O2 -1.11 -1.14 -1.27  -0.70
N1 -0.20 -0.35 0.69  -0.53
C4 0.67 1.78 1.14  -0.31
O3 0.39 -2.77 1.52  -0.53
C5 0.71 1.97 -0.32  -0.18
C6 -0.37 -0.21 -0.63  0.57
Br1 0.49 -1.37 -4.10  -0.93
H5 -0.96 -1.22 -2.26  0.54

Number 1: HOMO -9.790 eV, frontier orbital gap 8.00 eV. Number 2: HOMO -9.542 eV, frontier orbital gap 10.26 eV. Number 3: HOMO -4.459 eV, frontier orbital gap 7.62 eV.